Molecular formula: C26H58Cl14N2
Method: DFT, wB97M-V/def2-TZVPD

Each line ends with the Löwdin charge.
Element x y z (Å)
1 Cl 0.9926 -4.2722 -1.7543  0.56
2 C 0.5744 -5.7339 -0.8247  -0.61
3 C -0.6285 -5.4592 0.0253  -0.59
4 Cl -2.0151 -4.7786 -0.9800  0.55
5 H 1.5467 -6.0831 -0.3499  0.10
6 H 0.2237 -6.3455 -1.7274  0.09
7 H -0.4574 -4.7404 0.8858  0.08
8 H -1.0875 -6.4554 0.3359  0.09
9 Cl 0.4996 1.0554 0.8657  0.59
10 C 0.2815 -0.1978 -0.3164  -0.74
11 C -0.6675 -1.4040 0.2543  -0.66
12 Cl -2.2876 -0.8330 0.4134  0.57
13 H 1.1853 -0.5378 -0.4720  -0.11
14 H -0.2794 0.5777 -1.0585  0.01
15 H -0.3680 -1.6716 1.2991  0.06
16 H -0.5249 -2.4142 -0.3028  0.02
17 Cl -2.4159 -1.9821 -2.1238  0.53
18 C -1.2301 -2.2610 -3.4540  -0.62
19 C -1.4786 -3.6067 -4.1866  -0.61
20 Cl -3.1571 -3.6051 -4.9442  0.47
21 H -0.2623 -2.3887 -3.0868  -0.04
22 H -1.1705 -1.3451 -3.9355  0.04
23 H -1.5914 -4.3677 -3.3261  -0.01
24 H -0.7261 -3.7892 -5.0360  0.10
25 Cl -1.1334 4.5905 2.3158  0.64
26 C 0.2734 4.2732 1.3299  -0.71
27 C 0.8940 5.5232 0.8507  -0.73
28 Cl -0.1004 6.4061 -0.2587  0.58
29 H 0.1986 3.6216 0.6664  -0.08
30 H 0.9828 3.9662 2.0681  0.07
31 H 2.0458 5.5185 0.4704  0.14
32 H 1.1687 6.2152 1.7397  0.09
33 Cl -4.6809 -1.8351 5.2627  0.56
34 C -4.0969 -3.1718 4.2050  -0.63
35 C -2.7800 -2.8586 3.6547  -0.66
36 Cl -1.4750 -3.0069 4.9061  0.51
37 H -4.8452 -3.4353 3.4512  0.10
38 H -3.9584 -3.8493 4.8873  -0.02
39 H -2.6174 -1.8302 3.1820  0.05
40 H -2.2932 -3.7115 2.9009  0.12
41 Cl 2.1625 -1.7859 -1.9948  0.63
42 C 2.4825 -0.3169 -2.9411  -0.59
43 C 1.4153 0.7440 -2.7934  -0.58
44 Cl 1.5300 1.6499 -1.2438  0.63
45 H 2.7736 -0.5148 -4.1723  0.15
46 H 3.6100 0.1465 -2.6295  0.13
47 H 0.5134 0.2575 -2.6945  0.00
48 H 1.2455 1.3550 -3.6402  0.06
49 Cl 0.3673 0.6467 4.6480  0.62
50 C -1.0543 1.3616 3.9540  -0.76
51 C -2.3459 1.0624 4.7781  -0.71
52 Cl -3.8296 1.4863 3.9157  0.51
53 H -1.2143 0.9589 2.8742  0.03
54 H -0.8648 2.4803 3.8431  0.02
55 H -2.4245 1.7439 5.9246  0.17
56 H -2.2761 -0.0706 4.9754  0.02
57 C -4.2178 5.5848 -2.5409  -0.02
58 C -2.8542 5.1251 -3.2949  -0.17
59 N -2.5484 3.6651 -3.1258  -0.19
60 C -1.6767 3.1506 -4.1003  -0.39
61 C -0.6012 3.9736 -4.4030  -0.19
62 C -2.2285 3.4385 -1.6711  -0.23
63 C -2.0485 1.9813 -1.3782  -0.12
64 H -4.3339 6.5761 -2.7678  0.05
65 H -4.0673 5.8916 -1.5658  0.05
66 H -4.9082 5.0539 -2.7363  -0.04
67 H -2.0812 5.7890 -2.9407  0.08
68 H -3.1103 5.1707 -4.4757  0.16
69 H -2.2468 3.2044 -5.2119  0.17
70 H -1.4482 2.0738 -4.1426  0.11
71 H -0.5195 4.9980 -4.6682  0.04
72 H -0.1502 3.6750 -5.5121  0.12
73 H 0.4835 3.7279 -3.6988  0.14
74 H -3.0670 3.7365 -0.9917  0.13
75 H -1.4014 4.1497 -1.5588  0.08
76 H -1.3608 1.5587 -2.0827  0.03
77 H -2.9911 1.6733 -1.6224  0.06
78 H -1.7806 1.8814 -0.2649  0.07
79 C 3.7370 -4.3839 2.1625  -0.10
80 C 3.0845 -3.0313 2.5139  -0.28
81 N 3.8273 -1.8321 2.4722  -0.17
82 C 4.8095 -1.8188 1.4179  -0.33
83 C 4.3043 -2.0242 0.2033  -0.16
84 C 3.0795 -0.6197 2.7468  -0.28
85 C 3.9359 0.6042 3.0986  -0.11
86 H 4.6833 -4.7151 2.7441  0.10
87 H 4.2174 -4.5318 1.2278  0.03
88 H 2.9809 -5.2350 2.3141  0.09
89 H 2.7000 -3.2666 3.5543  0.13
90 H 2.1653 -2.9005 1.9740  0.09
91 H 5.4679 -2.5288 1.5477  0.07
92 H 5.4719 -0.9963 1.6263  0.14
93 H 3.5101 -2.6443 -0.0809  0.02
94 H 5.1937 -2.1553 -0.3972  0.10
95 H 4.2487 -1.0175 -0.2523  0.08
96 H 2.4069 -0.7602 3.5843  0.05
97 H 2.2382 -0.3451 2.0150  0.07
98 H 4.4501 1.2253 2.2581  0.08
99 H 4.8502 0.6245 3.8629  0.11
100 H 3.1666 1.2921 3.5249  0.04

* total energy: -7577.0222 hartree
* net charge: 0
* orbital gap: 8.08 eV

=====

Molecular formula: C26H59N3O7P
Method: DFT, wB97M-V/def2-TZVPD

Each line ends with the Löwdin charge.
Element x y z (Å)
1 C -5.8152 2.8121 7.6141  -0.14
2 C -4.4796 2.7746 6.6630  -0.27
3 C -3.2552 1.8355 7.3090  -0.21
4 C -3.6583 0.2854 6.9650  -0.22
5 C -2.5158 -0.8327 7.3133  -0.23
6 C -0.9677 -0.3327 7.1915  -0.22
7 C -0.5146 0.2858 5.7531  -0.22
8 C -1.2886 -0.2891 4.4369  -0.19
9 C -2.0508 0.9999 3.7124  -0.20
10 C -2.8805 0.6122 2.3591  -0.10
11 C -1.9765 0.7126 0.9551  -0.36
12 N -0.4868 0.8488 1.2144  0.10
13 O -2.1769 -0.5564 0.2704  -0.09
14 C -2.5887 -0.4454 -1.1246  -0.21
15 C -1.3881 -0.0746 -2.1908  -0.10
16 C -0.2200 -1.2305 -1.9867  -0.16
17 C 1.2021 -0.6556 -1.4074  -0.27
18 N 1.6237 0.6890 -1.9815  -0.04
19 C -3.9130 0.5142 -1.2155  -0.20
20 O -4.3489 0.5161 -2.6410  -0.04
21 N -3.4714 1.9205 -0.8993  0.14
22 C -2.4630 2.0679 0.2046  -0.17
23 O -1.3414 2.8883 -0.3328  -0.17
24 C -1.7195 4.3025 -0.4603  -0.20
25 C -0.2967 5.1796 -0.5249  -0.21
26 C 0.7938 4.5735 -1.5878  -0.13
27 H -6.6831 3.2991 6.9776  0.08
28 H -6.0919 1.7211 7.9393  0.07
29 H -5.6043 3.4884 8.5658  0.09
30 H -4.1001 3.8271 6.3197  0.10
31 H -4.7940 2.1964 5.6670  0.09
32 H -3.1237 2.0449 8.4768  0.13
33 H -2.2729 2.2227 6.8050  0.08
34 H -4.5973 0.0271 7.6559  0.12
35 H -4.0273 0.1011 5.8618  0.10
36 H -2.6685 -1.2202 8.4313  0.12
37 H -2.6194 -1.8137 6.6421  0.11
38 H -0.2399 -1.2052 7.5529  0.12
39 H -0.8198 0.5308 8.0025  0.12
40 H -0.5588 1.4749 5.6871  0.10
41 H 0.6439 0.0267 5.6233  0.12
42 H -0.4447 -0.6587 3.6776  0.10
43 H -1.9844 -1.2113 4.6101  0.11
44 H -1.3306 1.9437 3.5938  0.12
45 H -2.8641 1.3546 4.5121  0.09
46 H -3.2202 -0.5261 2.4778  0.14
47 H -3.8821 1.2289 2.2965  0.11
48 H -0.0674 -0.0073 1.6341  0.09
49 H -0.2393 1.7230 1.7228  0.10
50 H -2.9605 -1.5342 -1.4477  0.19
51 H -1.8218 -0.2158 -3.2908  0.13
52 H -0.9927 1.0237 -2.1216  0.10
53 H -0.0167 -1.7661 -3.0071  0.10
54 H -0.5758 -2.0837 -1.2321  0.13
55 H 2.0405 -1.4302 -1.7571  0.12
56 H 1.2747 -0.6615 -0.2162  0.10
57 H 1.4036 1.3835 -1.2322  0.04
58 H 2.6533 0.7310 -2.1502  0.07
59 H -4.8336 0.1490 -0.5920  0.20
60 H -5.2944 0.1834 -2.7167  0.14
61 H -3.1828 2.3597 -1.8251  0.20
62 H -4.3481 2.4553 -0.6184  0.21
63 H -2.9718 2.7570 1.0367  0.18
64 H -2.2983 4.5365 -1.4751  0.14
65 H -2.3125 4.7470 0.4450  0.13
66 H 0.1412 5.1283 0.5800  0.12
67 H -0.5547 6.3259 -0.7066  0.13
68 H 1.3013 5.4921 -2.1314  0.09
69 H 0.2713 3.8272 -2.3316  0.08
70 H 1.6717 4.0512 -0.9722  0.09
71 O 4.1151 -2.5620 -3.9569  -0.23
72 P 4.6941 -3.6902 -4.8452  0.79
73 O 5.8418 -2.7006 -5.5269  -0.25
74 C 6.7944 -2.0846 -4.6728  -0.30
75 C 7.8366 -3.0777 -4.2005  -0.08
76 O 3.5025 -3.5432 -5.9967  -0.25
77 C 2.1508 -3.4817 -5.5682  -0.30
78 C 1.6299 -2.0658 -5.7351  -0.08
79 O 5.3411 -4.9509 -5.8378  -0.27
80 C 5.5798 -4.7707 -7.2309  -0.29
81 C 7.0733 -4.7651 -7.5058  -0.07
82 H 6.3033 -1.6086 -3.8192  0.10
83 H 7.2804 -1.2886 -5.2462  0.12
84 H 7.3714 -3.9257 -3.6890  0.07
85 H 8.5423 -2.5977 -3.5163  0.08
86 H 8.3998 -3.4811 -5.0469  0.07
87 H 2.0477 -3.8230 -4.5324  0.10
88 H 1.5677 -4.1644 -6.1961  0.12
89 H 2.2651 -1.3366 -5.2205  0.07
90 H 0.6119 -1.9755 -5.3462  0.06
91 H 1.6266 -1.7818 -6.7937  0.08
92 H 5.1236 -3.8613 -7.6310  0.11
93 H 5.1220 -5.6220 -7.7438  0.12
94 H 7.5241 -3.8249 -7.1823  0.06
95 H 7.2695 -4.8745 -8.5762  0.08
96 H 7.5792 -5.5702 -6.9631  0.08

* total energy: -2057.7049 hartree
* net charge: +1
* orbital gap: 7.41 eV

=====

Molecular formula: C26H59NOP3Pb
Method: DFT, wB97M-V/def2-TZVPD

Each line ends with the Löwdin charge.
Element x y z (Å)
1 Pb 0.4949 1.0014 0.1015  0.82
2 P -1.6053 2.0644 1.7787  0.89
3 P 0.4713 1.2751 -2.7633  0.95
4 N -1.0082 3.7360 -1.0749  -0.09
5 C -2.0098 3.7754 1.1966  -0.32
6 H -2.9111 4.1423 1.7128  0.09
7 H -1.1842 4.4509 1.4685  0.09
8 C -2.2643 3.8282 -0.3131  -0.29
9 H -2.9338 3.0088 -0.6298  0.10
10 H -2.7846 4.7707 -0.5717  0.13
11 C -1.2883 3.4400 -2.4980  -0.29
12 H -1.7206 4.3422 -2.9790  0.13
13 H -2.0704 2.6606 -2.5395  0.10
14 C -0.0262 2.9956 -3.2406  -0.32
15 H 0.8066 3.6848 -3.0368  0.09
16 H -0.2293 3.0454 -4.3220  0.09
17 C -0.4234 0.1556 -3.9808  -0.52
18 C -0.5304 -1.2767 -3.4414  -0.12
19 H -1.0821 -1.8908 -4.1685  0.10
20 H -1.0793 -1.3202 -2.4930  0.04
21 H 0.4582 -1.7404 -3.3035  0.06
22 C 2.2976 1.1663 -3.1752  -0.55
23 C 2.8250 -0.2747 -3.1106  -0.12
24 H 3.9251 -0.2492 -3.1013  0.09
25 H 2.5273 -0.8744 -3.9824  0.07
26 H 2.5110 -0.8054 -2.1980  0.04
27 C -0.6804 2.3439 3.3804  -0.55
28 C -0.4881 1.0462 4.1754  -0.11
29 H 0.2272 1.2333 4.9907  0.09
30 H -0.0699 0.2293 3.5660  0.05
31 H -1.4203 0.6927 4.6386  0.07
32 C -3.2632 1.3178 2.2472  -0.53
33 C -3.1889 -0.2124 2.3494  -0.11
34 H -4.1958 -0.5940 2.5746  0.09
35 H -2.5241 -0.5396 3.1622  0.07
36 H -2.8609 -0.6796 1.4129  0.04
37 C -1.7643 0.4546 -0.6592  -0.31
38 O -2.7735 0.3173 -1.2175  0.09
39 C 2.7126 1.8742 -4.4700  -0.11
40 H 2.4395 1.2928 -5.3603  0.06
41 H 2.2778 2.8782 -4.5495  0.07
42 H 3.8071 1.9797 -4.4678  0.09
43 C -1.2203 3.4787 4.2582  -0.11
44 H -0.4604 3.7137 5.0174  0.09
45 H -1.4134 4.3919 3.6832  0.07
46 H -2.1365 3.1887 4.7881  0.06
47 C -3.9224 1.9040 3.4991  -0.12
48 H -4.9640 1.5515 3.5303  0.09
49 H -3.4394 1.5458 4.4198  0.07
50 H -3.9485 3.0007 3.4989  0.07
51 C 0.1258 0.1593 -5.4100  -0.11
52 H 1.0681 -0.4020 -5.4875  0.07
53 H -0.6025 -0.3530 -6.0564  0.09
54 H 0.2642 1.1708 -5.8118  0.07
55 H -1.4432 0.5805 -3.9950  0.11
56 H -3.8896 1.5651 1.3715  0.11
57 H 2.7415 1.7184 -2.3241  0.09
58 H 0.3140 2.6566 3.0065  0.10
59 H -0.5675 4.6441 -1.0436  0.12
60 H 2.2195 0.6119 0.3076  -0.25
61 C 3.6973 -2.7048 -0.2182  -0.13
62 C 2.2311 -3.1428 -0.3379  -0.54
63 C 2.0321 -4.6338 -0.0322  -0.11
64 P 1.1117 -1.9934 0.6018  1.00
65 C -0.6281 -2.7050 0.4748  -0.54
66 C -0.8761 -3.6387 -0.7169  -0.11
67 C -1.1177 -3.3647 1.7671  -0.12
68 C 1.6816 -2.0177 2.3883  -0.54
69 C 2.0361 -3.3976 2.9306  -0.11
70 C 2.8441 -1.0419 2.6636  -0.13
71 H 4.1313 -2.9783 0.7528  0.07
72 H 3.8331 -1.6270 -0.3836  0.06
73 H 4.2797 -3.2306 -0.9882  0.09
74 H 1.9191 -2.9675 -1.3847  0.08
75 H 1.4735 -4.8288 0.8918  0.05
76 H 1.5017 -5.1280 -0.8554  0.07
77 H 3.0073 -5.1306 0.0609  0.09
78 H -1.2186 -1.7785 0.3038  0.03
79 H -0.5560 -4.6675 -0.4974  0.07
80 H -1.9601 -3.6769 -0.9065  0.09
81 H -0.3916 -3.3034 -1.6430  0.05
82 H -1.0090 -2.7201 2.6515  0.07
83 H -2.1886 -3.5991 1.6602  0.09
84 H -0.6023 -4.3199 1.9515  0.07
85 H 0.8028 -1.6418 2.9438  0.07
86 H 2.8794 -3.8533 2.4010  0.07
87 H 2.3345 -3.2839 3.9802  0.09
88 H 1.1901 -4.0880 2.9256  0.06
89 H 2.5648 0.0048 2.4934  0.03
90 H 3.1486 -1.1378 3.7194  0.09
91 H 3.7220 -1.2757 2.0416  0.07

* total energy: -2372.6472 hartree
* ΔE to the lowest compared entry with this formula, charge and spin: 20.48 kcal per mole
* net charge: +1
* orbital gap: 6.14 eV

=====

Max |F| values, unit eV/A, following the record order: 12.4 10.0 6.0.